[1]
{
  "formula": "C47H60N3O5SSbSc",
  "method": "wB97M-V/def2-TZVPD",
  "symbols": ["Sb", "Sc", "S", "O", "O", "O", "O", "O", "N", "N", "N", "C", "C", "C", "C", "C", "C", "C", "C", "C", "C", "C", "C", "C", "C", "C", "C", "C", "C", "C", "C", "C", "C", "C", "C", "C", "C", "C", "C", "C", "C", "C", "C", "C", "C", "C", "C", "C", "C", "C", "C", "C", "C", "C", "C", "C", "C", "C", "H", "H", "H", "H", "H", "H", "H", "H", "H", "H", "H", "H", "H", "H", "H", "H", "H", "H", "H", "H", "H", "H", "H", "H", "H", "H", "H", "H", "H", "H", "H", "H", "H", "H", "H", "H", "H", "H", "H", "H", "H", "H", "H", "H", "H", "H", "H", "H", "H", "H", "H", "H", "H", "H", "H", "H", "H", "H", "H", "H"],
  "xyz": [[2.5282, 3.3920, -1.7049], [-0.6582, -0.1535, 0.9428], [1.7343, 0.2139, 1.5968], [-3.7535, -4.5719, 0.4794], [-0.5190, -4.2460, -3.7793], [4.1235, 2.6578, 7.5548], [3.3939, 4.5016, 6.5190], [1.3306, -1.8850, -0.8006], [-1.8818, -2.2386, -2.6711], [-1.0464, -0.7873, -1.0451], [-2.7015, -2.3526, -0.4556], [-4.6230, -4.4712, -3.6804], [-1.2666, -2.1106, 1.5885], [-0.3043, 3.5244, 1.6716], [2.2145, -0.7027, -2.7448], [2.9624, 2.2695, 2.9202], [-2.5483, -5.4965, -4.2254], [-2.6958, -4.0985, 1.2101], [-0.7290, 2.0581, 4.2261], [2.6369, -2.4287, -0.4898], [0.3702, -5.3148, -4.0777], [1.9419, 0.2267, -3.7429], [2.3478, 1.0508, 3.0334], [2.8357, 1.0995, 5.4292], [-3.2811, 0.4043, 1.8102], [-3.9226, -5.5972, -4.0849], [0.6920, 0.7731, -3.9294], [-2.1058, -2.8763, 0.7575], [4.4035, 5.9469, -1.7703], [-3.0985, 1.1219, 0.6409], [-0.2726, 0.5068, -2.9700], [1.2147, -1.0341, -1.8623], [-3.9720, -3.3750, -3.2034], [-1.5429, 1.7197, 2.9423], [-2.9006, 0.1097, 4.3474], [3.2506, 2.4360, 5.3400], [-2.5531, 0.6848, 3.0080], [-2.0569, 3.1169, -0.6252], [3.1297, 5.2751, -1.0729], [-1.8562, -1.7929, -1.3968], [4.8737, 1.8245, -0.2982], [-3.9664, -5.9738, 0.4460], [3.6389, 3.3019, 6.4782], [-4.1877, 0.9343, -0.4331], [-1.8482, -4.4200, -3.7091], [-2.2606, -4.7031, 2.3466], [3.4023, 3.3816, -4.8014], [-1.3444, -3.9816, 3.1420], [-2.2458, 2.2515, 0.6458], [-1.3798, 2.4596, 1.7225], [-0.8016, -2.7789, 2.7202], [4.5119, 2.3872, -1.6589], [-2.6025, -3.3667, -3.1771], [-4.3230, -0.7913, 1.9461], [-0.0676, -0.4568, -1.9821], [3.2974, 3.0064, 4.0835], [2.3473, 3.9145, -3.7732], [2.3283, 0.4281, 4.2924], [2.5409, -3.0604, 0.3879], [2.3195, 5.8857, -1.3479], [3.1146, 2.3801, -5.1663], [-0.9743, 1.4673, 5.0397], [5.2627, 3.1203, -1.8736], [-3.8523, -0.4538, 4.2539], [0.4202, 1.3455, -4.8106], [0.3653, 1.9484, 4.2266], [4.4107, 1.7679, 7.3554], [1.8950, -0.5434, 4.2695], [-4.8142, -6.1138, -0.2769], [-3.0318, 0.9052, 5.1032], [2.4183, 5.0398, -3.6981], [-1.2418, 0.9948, -2.9484], [-4.2805, 1.9201, -0.9185], [-3.0517, -6.4413, 0.0047], [-2.9067, 3.2413, -1.2804], [-1.1091, -1.8632, -3.2638], [-5.7043, -4.4368, -3.6639], [-0.2107, -2.3023, 3.4669], [-4.4754, -6.4835, -4.4061], [-4.1896, -6.3239, 1.4822], [-0.0049, -6.2447, -3.7426], [4.4203, 1.6339, -2.4579], [-2.7647, -5.6223, 2.6107], [2.7372, 0.4563, -4.4817], [-4.4566, -2.4844, -2.8030], [5.8667, 1.3041, -0.2551], [-5.2871, -0.3851, 2.3198], [-5.0869, 0.6049, 0.0525], [4.3559, 6.9892, -1.3940], [-1.9788, -6.3123, -4.6518], [-1.7175, 4.1413, -0.4693], [-4.4526, -1.2714, 1.0365], [5.4564, 5.5730, -1.5499], [4.1246, 1.1297, 0.0693], [0.5766, -5.3799, -5.1567], [-2.1839, -0.6050, 4.6894], [4.2386, 6.0551, -2.8102], [3.0229, 2.7433, 1.9483], [-1.2859, 2.6020, -1.2135], [4.8077, 2.6526, 0.3840], [1.2787, -5.0600, -3.5272], [0.2176, 3.2071, 0.6999], [2.8615, -3.0415, -1.3124], [3.4270, 5.4497, 0.0186], [-0.9332, -4.4904, 4.0097], [3.6076, 4.0056, 4.0787], [-0.7888, 4.4934, 1.4346], [3.2810, -0.9589, -2.6643], [-0.9469, 3.0525, 4.5919], [3.4781, 3.9710, -5.7501], [4.3755, 3.1930, -4.4330], [-3.2884, -3.0889, -0.7993], [0.3769, 3.5019, 2.5523], [1.3575, 3.5639, -4.0318], [-4.0315, 0.1916, -1.1851], [2.8389, 0.6563, 6.3990], [3.3355, -1.6151, -0.3902], [-3.9328, -1.5792, 2.5725]],
  "forces_ev_per_a": [[0.40, -1.98, 0.61], [-0.03, 0.92, 0.77], [-0.27, -0.24, -0.22], [0.18, 0.59, -0.50], [0.16, 0.44, 0.26], [0.21, 0.75, 0.37], [0.79, -2.11, -0.17], [-0.02, 0.14, 0.30], [0.70, 0.53, -0.22], [-1.25, -1.22, 0.34], [1.30, 0.11, -0.08], [-1.34, -0.78, 0.36], [-0.01, -1.00, -1.18], [0.05, -0.82, -1.86], [1.20, 0.97, -0.23], [-0.13, 1.99, 0.75], [0.55, -1.04, 0.38], [0.14, 1.02, -1.18], [0.28, 0.72, -1.55], [-1.31, 0.65, -0.12], [0.50, 0.94, -0.46], [0.64, -0.24, -1.45], [0.12, -0.75, 0.39], [-0.52, -0.03, -0.96], [-0.31, -2.46, 2.26], [-0.39, 0.45, -0.74], [-0.37, 0.11, 0.12], [-0.94, 0.43, 1.24], [-0.21, 0.45, 1.56], [-1.40, 0.53, -0.43], [-0.61, -0.61, 0.41], [-0.23, -0.73, 1.04], [0.53, 1.02, 0.49], [-0.16, -0.92, 0.23], [-1.57, -0.20, -0.32], [-0.04, -0.68, -1.10], [1.20, 1.97, -0.97], [0.42, -0.56, 0.30], [3.93, 1.08, 1.24], [-0.13, 0.14, 0.08], [-0.12, -0.75, -0.09], [-0.05, -0.22, -0.51], [-1.24, 1.47, 0.72], [1.01, 1.23, 0.37], [-0.67, 0.20, -0.50], [0.25, 0.78, 0.84], [-1.60, -0.33, -1.05], [0.43, -1.61, -0.61], [0.60, -0.05, -1.38], [0.14, -0.15, 2.00], [-1.35, -0.32, 0.86], [-0.96, -0.26, -0.29], [1.35, 0.42, 0.33], [0.84, 2.35, 0.82], [1.54, 1.20, -0.95], [-0.33, -1.59, -0.86], [1.53, 0.92, -0.48], [0.61, 1.21, 0.33], [-0.09, 0.38, 0.18], [-1.18, 1.06, 0.04], [-0.22, 0.34, 0.18], [-0.91, -1.53, 1.32], [0.33, 0.45, -0.77], [0.58, 0.52, 0.33], [0.32, 0.27, 0.25], [-0.36, 0.22, -0.84], [0.06, -0.37, -0.25], [-0.12, -0.71, 0.69], [0.70, -0.07, 0.99], [0.11, -0.42, -0.41], [-0.46, -1.11, -0.44], [-0.03, -0.05, -0.37], [-0.53, -0.68, 0.10], [-0.69, -0.02, 0.59], [-0.46, -0.40, 0.11], [-1.00, -0.43, 0.60], [-0.04, -0.32, -0.08], [0.83, 0.55, 0.14], [0.36, 0.28, 0.02], [-0.03, -0.19, -1.07], [-0.42, -1.02, 0.48], [0.39, 0.21, 0.24], [0.49, -0.02, 0.51], [-0.57, -0.21, 0.68], [-0.26, -0.29, -0.28], [-0.74, 0.70, -0.06], [0.54, -0.41, -0.13], [-0.57, 0.37, 0.20], [0.39, -0.41, -0.15], [-0.12, -0.08, -0.04], [0.16, -0.25, 0.46], [-0.50, -0.56, -1.92], [-1.63, 0.02, -0.19], [-0.15, -0.35, -0.03], [-0.09, 0.13, 0.30], [0.69, -0.39, 0.33], [0.16, -0.22, -1.27], [0.08, 0.03, 0.02], [0.02, 0.31, -0.10], [0.57, 0.32, 0.66], [-0.02, -0.21, -0.26], [0.13, 0.93, 1.45], [0.86, -0.93, -1.12], [-1.24, -0.77, -1.16], [-0.20, 0.30, 0.15], [0.47, 1.37, -0.56], [0.59, -0.30, 0.57], [-0.78, -0.45, 0.29], [-0.06, 0.55, -0.31], [-0.10, -0.09, 0.97], [1.11, 0.38, 0.69], [-0.46, -0.24, -0.65], [-0.62, 0.26, -0.90], [-0.23, 0.37, -0.27], [0.71, -0.48, -0.56], [-0.22, -0.63, 0.44], [0.41, 0.12, 0.34], [0.06, 0.10, 0.53]],
  "lowdin_charge": [1.355, 0.866, 0.646, -0.125, -0.067, 0.130, 0.113, -0.142, 0.185, 0.022, 0.160, -0.087, -0.166, -0.021, -0.003, -0.100, -0.003, -0.244, -0.003, -0.035, -0.039, -0.098, -0.665, -0.001, -0.178, -0.055, -0.096, -0.165, -0.173, -0.223, -0.029, -0.236, -0.038, -0.135, -0.021, -0.155, -0.186, -0.005, -0.496, -0.300, -0.207, -0.058, -0.462, 0.008, -0.227, -0.006, -0.166, -0.063, -0.176, -0.243, -0.129, -0.419, -0.163, -0.011, -0.262, 0.013, -0.435, -0.096, 0.104, 0.004, 0.037, 0.042, 0.030, 0.085, 0.117, 0.064, 0.102, 0.086, 0.109, 0.107, 0.048, 0.120, 0.082, 0.113, 0.071, 0.169, 0.112, 0.079, 0.119, 0.094, 0.075, 0.031, 0.105, 0.113, 0.131, 0.091, 0.115, 0.074, 0.067, 0.114, 0.082, 0.034, 0.086, 0.013, 0.109, 0.083, 0.025, 0.087, 0.072, 0.041, 0.097, 0.061, 0.076, 0.074, 0.108, 0.107, 0.100, 0.130, 0.103, 0.082, 0.033, 0.101, 0.083, 0.002, 0.065, 0.106, 0.076, 0.073],
  "de_lowest_kj_mol": 0.0,
  "lumo_ha": -0.0802,
  "total_charge": 1,
  "energy_ha": -3766.35313
}

***

[2]
{
  "formula": "C5H12O",
  "method": "wB97M-V/def2-TZVPD",
  "symbols": ["O", "C", "C", "C", "C", "C", "H", "H", "H", "H", "H", "H", "H", "H", "H", "H", "H", "H"],
  "xyz": [[-2.3844, -1.7391, 0.5545], [0.1464, 1.2429, -0.4304], [0.2301, -0.8970, -1.7149], [0.1717, 1.8345, 1.0101], [1.1077, -1.0044, 0.5142], [0.4244, -0.2160, -0.5964], [0.9434, 2.4835, 1.3427], [-1.4924, -1.5302, 0.2469], [-0.7830, 2.4161, 1.0054], [-0.3436, -0.4871, -2.5812], [-0.0285, 1.0146, 1.7182], [2.1716, -0.8036, 0.3637], [0.7552, 1.8635, -1.0998], [-2.8099, -0.8754, 0.6019], [-0.8607, 1.4732, -0.8387], [1.2723, -2.0826, 0.2951], [0.9177, -0.7919, 1.5473], [0.5621, -1.9011, -1.9386]],
  "forces_ev_per_a": [[0.08, 0.23, 0.06], [-0.56, 1.24, -0.12], [-1.37, 0.61, -1.94], [-2.98, -0.91, -0.64], [2.21, -0.39, -1.28], [0.61, -1.50, 0.72], [0.99, 0.20, -0.06], [-0.05, -0.11, -0.12], [0.86, -0.03, 0.57], [0.72, 0.12, 0.73], [0.35, 0.52, 0.00], [0.37, 0.85, 0.47], [0.38, -0.40, 0.15], [-0.05, -0.13, 0.01], [0.37, -0.46, 0.21], [-1.38, 0.39, 0.28], [-0.52, -0.03, 0.32], [-0.02, -0.20, 0.65]],
  "lowdin_charge": [-0.057, -0.215, 0.011, -0.088, -0.079, -0.395, 0.054, -0.006, 0.077, 0.080, 0.061, 0.083, 0.114, 0.034, 0.112, 0.091, 0.059, 0.063],
  "de_lowest_kj_mol": 154.7,
  "smiles": "C=C(C)CC.O",
  "lumo_ha": 0.0313,
  "total_charge": 0,
  "energy_ha": -272.88973
}

***

[3]
{
  "formula": "C33H46BrCsN4O4PS2Se3Te",
  "method": "wB97M-V/def2-TZVPD",
  "symbols": ["Cs", "Te", "Br", "Se", "Se", "Se", "S", "S", "P", "O", "O", "O", "O", "N", "N", "N", "N", "C", "C", "C", "C", "C", "C", "C", "C", "C", "C", "C", "C", "C", "C", "C", "C", "C", "C", "C", "C", "C", "C", "C", "C", "C", "C", "C", "C", "C", "C", "C", "C", "C", "H", "H", "H", "H", "H", "H", "H", "H", "H", "H", "H", "H", "H", "H", "H", "H", "H", "H", "H", "H", "H", "H", "H", "H", "H", "H", "H", "H", "H", "H", "H", "H", "H", "H", "H", "H", "H", "H", "H", "H", "H", "H", "H", "H", "H", "H"],
  "xyz": [[-0.2003, -0.5431, -0.6001], [2.9574, -1.6462, 2.7560], [-3.1383, 3.1019, 1.7166], [0.8524, -2.8040, 2.0625], [4.9963, 1.0364, 0.4142], [3.0143, -0.1957, 0.6244], [0.9764, 3.1071, 0.1176], [0.8448, 1.1635, -3.6931], [-3.6338, -2.3750, -0.0284], [0.3516, 2.0636, -0.7629], [-2.1418, 0.5122, 6.1033], [0.3566, -0.1941, -3.2749], [-2.6015, -1.3198, 0.0867], [-3.6624, -3.4673, 1.2008], [-5.1311, -1.6258, -0.1139], [-3.4217, -3.2629, -1.4149], [-1.0695, 1.3488, 2.1974], [2.5106, 1.2925, -2.9934], [-0.5198, 6.8646, 0.3394], [-4.7362, -4.0639, -3.2250], [-6.3275, -0.4085, 1.5127], [-3.0990, -5.2976, 2.5747], [-2.1090, 1.8895, 2.7847], [0.2517, 5.7348, 0.5595], [-0.3441, 0.4985, 2.9326], [-2.5227, 1.6610, 4.0831], [1.4736, -0.2014, -6.0009], [-5.2891, -0.2569, 0.4106], [0.0255, 4.5963, -0.2017], [-2.6096, -4.0173, 3.2407], [1.7769, -0.2821, -7.3513], [1.3160, 2.2009, -6.1914], [-3.4497, -2.9390, 2.5681], [-4.2924, -4.3864, -1.8003], [2.3662, 3.7615, -2.2323], [1.2544, 1.0425, -5.4308], [-6.3630, -2.3897, 0.1417], [-3.2752, -4.8837, 1.1148], [2.5004, 3.5869, -0.7166], [-1.7556, 0.7685, 4.8235], [-3.1337, -2.4246, -2.6043], [-1.5187, 6.8467, -0.6269], [-1.7465, 5.6984, -1.3710], [-0.9756, 4.5632, -1.1567], [-0.6474, 0.1753, 4.2421], [3.1039, 2.6925, -3.0452], [-3.5346, -3.3054, -3.7798], [-7.2892, -1.4258, 0.9020], [1.6307, 2.1139, -7.5402], [1.8604, 0.8733, -8.1185], [-5.6697, 0.4029, -0.3778], [-2.5337, 5.6820, -2.1145], [-3.3920, 2.1411, 4.5058], [-4.0435, -5.4786, 0.6173], [-2.4043, -6.1300, 2.6782], [-4.9987, -4.9573, -3.7916], [-2.7262, -3.9980, -4.0252], [-3.7251, -5.3218, -1.7751], [-1.5542, -3.8441, 3.0195], [-5.6071, -3.4030, -3.2020], [-4.0639, -5.6022, 2.9916], [-7.9041, -1.9453, 1.6367], [1.6864, 3.0125, -8.1412], [-0.3512, 7.7562, 0.9298], [-6.8234, -2.7327, -0.7897], [-2.3383, -4.9988, 0.5610], [3.1418, 0.5623, -3.5009], [-2.0956, -2.0956, -2.6553], [-2.9320, -1.9786, 2.5341], [-5.1396, -4.4969, -1.1202], [-5.8543, -0.8170, 2.4096], [1.0187, 5.7328, 1.3259], [-7.9603, -0.9210, 0.2030], [-3.7611, -2.7186, -4.6692], [0.5116, 0.0197, 2.4713], [-4.4138, -2.8077, 3.0751], [2.3567, 0.9442, -1.9703], [-1.5242, -0.1200, 6.4863], [-6.1344, -3.2709, 0.7496], [-2.7299, -4.0172, 4.3245], [4.1266, 2.6059, -2.6688], [-2.1277, 7.7271, -0.7900], [3.1778, 3.0201, -4.0879], [-4.3319, 0.1372, 0.7408], [1.3123, 3.7969, -2.5215], [1.3912, -1.0835, -5.3777], [-0.0285, -0.5479, 4.7602], [-6.8073, 0.5337, 1.7770], [-3.7555, -1.5205, -2.5844], [2.0976, 0.8055, -9.1726], [2.7873, 4.7321, -2.5034], [2.8363, 4.4958, -0.2131], [-1.1443, 3.6413, -1.6994], [1.9498, -1.2483, -7.8078], [1.1112, 3.1606, -5.7309], [3.2176, 2.8001, -0.4376]],
  "forces_ev_per_a": [[0.48, -0.68, 0.52], [0.00, 0.05, -0.05], [0.00, 0.00, 0.00], [0.01, -0.11, 0.12], [-0.06, -0.07, 0.07], [0.17, 0.14, -0.13], [-0.04, -0.22, -0.05], [-0.23, 0.03, 0.18], [0.20, 0.23, -0.06], [0.20, 0.85, -0.12], [0.00, 0.01, -0.03], [0.16, 0.20, -0.82], [-1.02, -0.22, 0.14], [-0.19, -0.16, -0.05], [-0.01, -0.05, 0.29], [0.06, -0.01, -0.01], [0.05, 0.04, -0.04], [-0.01, -0.02, 0.00], [0.00, 0.00, 0.00], [-0.02, 0.00, 0.00], [-0.01, 0.01, 0.01], [-0.01, -0.02, -0.02], [-0.02, -0.05, 0.01], [0.01, 0.00, -0.01], [-0.01, -0.08, 0.03], [-0.02, 0.01, -0.02], [0.01, -0.02, 0.01], [0.00, 0.03, -0.08], [-0.01, 0.00, -0.01], [0.04, 0.03, 0.05], [0.00, -0.01, 0.00], [0.01, 0.00, 0.02], [-0.11, -0.03, -0.04], [-0.05, 0.00, -0.01], [0.02, 0.04, -0.01], [0.16, 0.01, 0.02], [-0.01, 0.03, 0.01], [0.18, 0.00, 0.01], [0.06, -0.03, 0.03], [-0.01, -0.01, 0.03], [-0.09, 0.11, -0.08], [-0.01, 0.01, 0.00], [0.00, -0.01, 0.00], [0.00, 0.01, 0.01], [-0.02, -0.02, -0.01], [0.03, -0.02, -0.02], [0.00, -0.01, 0.00], [-0.01, 0.01, -0.02], [0.00, 0.00, -0.01], [0.00, 0.01, 0.00], [0.01, 0.00, 0.00], [0.00, 0.00, 0.00], [0.00, 0.00, 0.00], [0.01, 0.01, 0.02], [0.01, 0.00, 0.00], [0.01, 0.00, 0.00], [0.00, -0.01, 0.01], [0.00, 0.00, 0.00], [0.01, 0.00, 0.00], [0.00, -0.01, 0.00], [0.00, 0.01, 0.00], [0.00, 0.00, 0.00], [0.00, 0.00, 0.00], [0.00, 0.00, 0.00], [0.01, 0.00, 0.00], [0.00, 0.00, 0.00], [-0.02, -0.02, 0.00], [0.00, -0.17, 0.14], [0.00, 0.00, -0.01], [0.03, 0.01, -0.01], [0.00, 0.00, 0.00], [0.00, 0.00, 0.00], [0.00, 0.00, 0.00], [0.00, 0.00, 0.00], [0.03, 0.13, -0.09], [0.00, 0.01, 0.01], [0.07, 0.08, 0.09], [0.01, -0.02, 0.01], [0.01, -0.01, 0.00], [-0.02, -0.01, -0.01], [0.00, -0.01, 0.00], [0.00, 0.00, 0.00], [0.00, -0.01, 0.00], [0.01, -0.01, 0.01], [-0.01, -0.03, 0.00], [0.00, 0.00, 0.00], [0.01, 0.00, 0.00], [0.00, 0.00, 0.00], [-0.01, 0.00, -0.02], [0.00, 0.00, 0.00], [-0.02, 0.01, 0.00], [-0.01, 0.01, 0.00], [-0.01, 0.00, 0.00], [0.00, 0.00, 0.00], [0.00, 0.00, -0.01], [0.00, -0.01, -0.01]],
  "lowdin_charge": [1.032, 0.141, 0.729, -0.395, -0.273, -0.441, 0.947, 0.947, 0.530, -0.785, 0.061, -0.713, -0.543, -0.184, -0.170, -0.168, 0.036, -0.307, -0.087, -0.172, -0.173, -0.167, -0.734, -0.083, -0.164, -0.058, -0.065, -0.193, -0.385, -0.177, -0.077, -0.091, -0.179, -0.211, -0.222, -0.378, -0.204, -0.193, -0.332, -0.313, -0.194, -0.095, -0.080, -0.091, 0.002, -0.224, -0.169, -0.172, -0.087, -0.093, 0.118, 0.102, 0.106, 0.095, 0.111, 0.107, 0.116, 0.112, 0.021, 0.108, 0.108, 0.104, 0.101, 0.100, 0.101, 0.124, 0.112, 0.092, 0.107, 0.093, 0.105, 0.114, 0.106, 0.110, -0.026, 0.107, 0.027, 0.108, 0.101, 0.112, 0.111, 0.097, 0.101, 0.085, 0.083, 0.112, 0.112, 0.109, 0.115, 0.099, 0.112, 0.093, 0.108, 0.103, 0.109, -0.034],
  "de_lowest_kj_mol": 34.8,
  "lumo_ha": 0.0650,
  "total_charge": -1,
  "energy_ha": -13009.44622
}